(1)
{"formula": "C5H20NO6", "method": "ωB97M-V/def2-TZVPD", "charge": -1, "fmax_ha_per_bohr": 0.1322, "homo_ev": -4.414, "gap_ha": 0.280, "lumo_ev": 3.192, "species": ["C", "N", "C", "O", "C", "C", "C", "O", "H", "H", "H", "H", "H", "H", "H", "H", "H", "H", "H", "H", "H", "H", "O", "H", "H", "O", "H", "H", "O", "H", "H", "O"], "coordinates": [[0.2530, -0.6939, 1.3563], [0.3139, -0.9085, -0.0868], [0.6421, 0.2582, -0.8747], [2.0249, 0.1127, -1.0975], [-1.2198, -0.9777, 2.0971], [-2.3317, -0.2552, 1.2618], [-2.1642, 1.2992, 0.8411], [-1.4190, 1.4447, -0.1922], [0.4252, 0.3401, 1.7133], [1.0797, -1.3686, 1.7481], [-0.4624, -1.3524, -0.5765], [0.3359, 1.2486, -0.3871], [0.0953, 0.2648, -1.9092], [2.1052, -0.4814, -1.8401], [-1.1004, -0.5289, 3.0844], [-1.3165, -2.0295, 2.1309], [-2.7184, -0.7161, 0.3508], [-3.1016, -0.0352, 1.8620], [-1.7860, 1.6980, 1.7864], [-3.2321, 1.7561, 0.5592], [-0.5893, 2.8606, -0.1907], [0.8854, 3.2014, -0.5332], [0.0297, 3.6619, -0.2453], [0.6579, -3.8649, 0.6647], [1.3149, -3.0568, -0.5413], [1.2926, -3.8113, 0.0300], [-1.5770, 1.1326, -1.8264], [-1.1700, 2.5069, -2.0867], [-1.4134, 1.7606, -2.5503], [3.0545, -1.1365, -0.3546], [2.7064, -2.1742, 0.5623], [3.3752, -1.8796, 0.0930]], "atomic_forces_ev_per_a": [[-1.198, -1.277, 1.514], [-1.314, 0.627, -0.681], [-0.759, 0.377, -1.131], [1.469, 1.472, -0.823], [2.236, 2.116, -3.002], [1.791, 0.891, -1.358], [-2.164, -1.744, 0.959], [1.604, 1.128, -1.271], [0.446, -0.338, -1.012], [-1.102, 0.848, 0.398], [-0.261, 0.077, 1.190], [1.238, -1.953, -0.579], [0.998, -0.208, 1.989], [0.131, -0.151, -0.386], [-0.288, -0.226, 0.037], [-0.579, -1.165, 0.315], [0.354, -0.627, 0.180], [-3.479, -0.351, 2.643], [0.014, 1.010, 0.483], [1.065, -0.975, 1.397], [-0.015, 0.330, 0.146], [-1.726, 1.186, 0.612], [1.673, -1.363, -0.706], [-2.984, 0.650, 2.247], [-0.758, 1.010, 0.175], [3.525, -1.828, -2.273], [-0.243, 0.528, 0.351], [0.740, 2.528, 1.536], [-0.881, -2.447, -3.331], [-0.857, 2.133, -0.790], [-5.019, -2.432, 3.604], [6.344, 0.174, -2.434]]}


(2)
{"formula": "C5H20NO6", "method": "ωB97M-V/def2-TZVPD", "charge": 2, "s_squared": 0.76, "spin_multiplicity": 2, "fmax_ha_per_bohr": 0.0325, "homo_ev": [-17.575, -17.565], "gap_ha": [0.324, 0.160], "lumo_ev": [-8.770, -13.197], "species": ["O", "C", "C", "C", "C", "C", "O", "N", "H", "H", "H", "H", "H", "H", "H", "H", "H", "H", "H", "H", "H", "H", "O", "H", "H", "O", "H", "H", "O", "H", "H", "O"], "coordinates": [[2.1001, 2.3858, -1.8735], [1.7351, 2.2977, -0.7694], [1.1836, 0.8393, -0.2364], [-0.1878, 1.1522, 0.3850], [-1.4548, 0.5947, -0.2712], [-2.0255, -0.7500, 0.2841], [-1.5829, -0.9801, 1.6139], [1.0277, -0.0324, -1.4616], [1.7417, 3.0554, 0.0360], [1.8853, 0.3803, 0.4770], [-0.3640, 2.2275, 0.5140], [-0.1258, 0.8982, 1.4479], [-1.4389, 0.5202, -1.3632], [-2.2377, 1.3408, -0.1619], [-3.1108, -0.7699, 0.2148], [-1.5982, -1.5590, -0.3108], [-1.9450, -0.3133, 2.2053], [1.6701, 0.1206, -2.2389], [1.1287, -0.9904, -1.0872], [0.0502, 0.1115, -1.7319], [1.9591, -3.4810, -1.4445], [1.1067, -3.1722, -0.1961], [1.2615, -2.8991, -1.1181], [-0.2584, -4.1932, 1.2604], [-0.9280, -2.9167, 1.7361], [-0.2590, -3.2377, 1.1157], [2.0886, -1.0466, 2.7530], [0.8303, -1.3850, 1.8175], [1.3164, -0.7035, 2.2972], [-1.1409, 4.5516, -0.6057], [-1.5311, 4.0377, -2.0014], [-0.8964, 3.9165, -1.2862]], "atomic_forces_ev_per_a": [[-0.100, 0.176, -0.164], [0.320, -0.242, 0.824], [-1.073, 0.083, -0.890], [-0.290, 0.434, 0.358], [-1.072, -0.054, 0.057], [1.210, 0.187, -0.009], [-0.036, 0.050, -0.189], [-0.123, 0.523, 1.584], [0.075, 0.194, -0.157], [0.275, 0.468, -0.017], [0.274, 0.075, -0.581], [0.250, -0.636, -0.048], [0.083, 0.063, -0.146], [0.101, 0.294, 0.228], [-0.014, 0.078, -0.148], [-0.260, -0.231, 0.181], [-0.252, -0.095, 0.195], [0.124, -0.115, 0.038], [0.122, -1.192, -0.665], [0.065, -0.338, -0.594], [-0.001, 0.083, -0.148], [-0.303, 0.030, -0.286], [0.272, 0.530, 0.376], [0.071, -0.021, -0.065], [-0.012, 0.262, -0.076], [0.038, -0.364, 0.337], [-0.083, -0.527, 0.026], [0.134, -0.644, 0.548], [0.024, 1.030, -0.668], [-0.134, 0.212, -0.113], [0.003, 0.127, -0.004], [0.312, -0.438, 0.215]]}


(3)
{"formula": "C5H21B3Be2Cl11", "method": "ωB97M-V/def2-TZVPD", "charge": 1, "fmax_ha_per_bohr": 0.0919, "homo_ev": -13.148, "gap_ha": 0.191, "lumo_ev": -7.955, "species": ["Be", "Be", "B", "H", "H", "H", "H", "B", "H", "H", "H", "H", "B", "H", "H", "H", "H", "C", "Cl", "Cl", "Cl", "H", "C", "Cl", "Cl", "H", "H", "C", "Cl", "Cl", "H", "H", "C", "Cl", "Cl", "H", "H", "C", "Cl", "Cl", "H", "H"], "coordinates": [[0.5688, 0.0607, 2.7121], [0.2729, -2.7537, -0.0163], [1.0880, -2.2754, 2.3879], [-0.0498, -2.0728, 2.5702], [1.2461, -3.4232, 2.3497], [1.4455, -1.8344, 1.3723], [1.6635, -1.8265, 3.3139], [-1.3302, -3.2182, -1.6915], [-2.2044, -3.4448, -2.4063], [-0.4711, -2.6563, -2.2582], [-1.6264, -2.5096, -0.7957], [-0.8748, -4.2355, -1.2963], [0.0600, -0.2593, 0.2439], [-0.1892, -0.7243, -0.7939], [-0.3111, 0.8373, 0.3225], [-0.4532, -0.8921, 1.0751], [1.2105, -0.1937, 0.3561], [-1.5943, 4.6173, -0.3622], [-1.6286, 6.1096, 0.5789], [-2.9833, 3.6223, 0.0323], [-0.0960, 3.7262, 0.0769], [-1.5799, 4.8340, -1.4242], [-3.8273, 1.0136, 1.8948], [-2.4005, 0.3227, 2.7321], [-5.2557, 0.0644, 2.3147], [-3.8795, 2.0768, 2.1073], [-3.6657, 0.9407, 0.8222], [-2.4565, 0.4928, -2.1029], [-3.8629, -0.4141, -1.4837], [-2.9083, 1.6397, -3.3588], [-1.9945, 1.0169, -1.2723], [-1.7296, -0.2002, -2.5176], [4.9292, -1.8144, -0.3450], [5.2799, -1.5714, 1.3653], [3.2128, -1.5825, -0.7323], [5.4114, -1.0023, -0.8790], [5.2163, -2.7997, -0.6938], [3.0720, 2.1769, -0.8961], [4.4651, 1.5052, -1.7423], [2.9953, 1.6550, 0.7739], [3.0483, 3.2577, -0.9859], [2.1868, 1.7346, -1.3476]], "atomic_forces_ev_per_a": [[-0.799, -3.205, -3.377], [-2.269, 1.491, -1.382], [-0.933, 0.322, -0.352], [-1.482, 0.302, 0.205], [0.203, -1.305, 0.854], [0.452, 0.295, -1.319], [1.361, 0.937, 0.931], [2.238, 0.568, 1.457], [-0.996, -0.350, -0.442], [1.203, 0.790, -0.677], [-0.417, 0.790, 1.518], [0.787, -1.458, 0.867], [0.574, 1.025, 1.428], [-0.110, -0.671, -1.149], [-0.944, 1.145, -0.373], [-0.810, -0.571, 0.933], [1.319, -0.119, 0.327], [0.527, 0.098, 0.766], [-0.089, -0.035, -0.327], [-0.216, -0.050, -0.260], [-0.174, 0.086, -0.338], [0.001, -0.034, 0.065], [-0.431, 0.181, -0.915], [0.662, -0.282, 0.668], [0.528, 0.576, -0.026], [-0.297, -0.209, 0.686], [0.119, -0.439, 0.088], [0.094, -0.150, 0.097], [0.283, 0.173, -0.060], [0.007, 0.094, 0.031], [-0.187, 0.127, -0.046], [-0.239, -0.159, -0.045], [0.106, 0.431, -0.086], [-0.106, -0.253, -0.062], [-0.492, -0.224, -0.136], [0.199, -0.256, -0.081], [0.125, 0.045, 0.206], [-0.714, -0.509, -0.903], [0.120, 0.284, 0.082], [0.550, 0.359, 1.099], [0.208, -0.043, 0.227], [0.036, 0.204, -0.178]]}


(4)
{"formula": "C5H21N2O5", "method": "ωB97M-V/def2-TZVPD", "charge": -1, "fmax_ha_per_bohr": 0.1028, "homo_ev": -4.257, "gap_ha": 0.285, "lumo_ev": 3.500, "species": ["C", "N", "C", "O", "C", "C", "C", "N", "H", "H", "H", "H", "H", "H", "H", "H", "H", "H", "H", "H", "H", "H", "H", "O", "H", "H", "O", "H", "H", "O", "H", "H", "O"], "coordinates": [[0.3599, 0.7043, 0.7618], [1.3338, 1.6976, 0.3459], [2.6960, 1.3150, 0.8554], [3.0175, 0.1245, 0.4457], [-0.9721, 0.7928, -0.0836], [-1.9481, -0.2002, 0.5271], [-3.2805, -0.0132, -0.2184], [-0.7285, 0.6342, -1.5476], [0.6109, -0.3699, 0.4296], [0.4015, 0.7645, 1.9274], [1.1631, 2.1998, -0.5153], [3.5313, 1.9486, 0.4576], [2.4632, 1.1952, 1.9364], [-1.2791, 1.9131, -0.1299], [-2.0535, -0.0642, 1.5695], [-1.6314, -1.3183, 0.3834], [-4.0220, 0.7785, 0.1227], [-3.8052, -0.9182, -0.2381], [-2.8966, 0.1775, -1.2086], [0.2585, 0.7268, -1.8952], [-1.1613, -0.1309, -2.1251], [-1.1111, 2.1142, 2.5392], [-0.7838, 3.4945, 2.0101], [-1.2456, 2.9816, 2.7679], [1.6852, -2.4375, -1.6940], [0.4647, -3.1196, -2.4650], [1.1473, -3.3955, -1.8175], [2.7274, -0.5733, -2.1571], [2.5066, -0.5331, -0.6982], [1.8554, -0.7989, -1.6884], [0.2516, -3.1499, -0.3277], [0.5490, -3.3927, 1.1799], [-0.1046, -3.1470, 0.5500]], "atomic_forces_ev_per_a": [[0.283, -1.114, -1.350], [-0.103, 0.782, 0.895], [-1.529, 0.577, -1.096], [1.352, -4.726, -1.945], [1.539, 2.038, 0.526], [-0.690, -1.075, -1.808], [0.104, 1.070, 0.466], [0.667, -0.824, -1.630], [0.419, 1.336, 1.015], [-1.021, -0.401, -1.759], [0.417, -0.531, -0.013], [-0.975, 1.130, 1.073], [0.823, 1.221, 0.287], [-0.399, -1.669, 1.168], [0.047, 0.320, 1.259], [-0.075, 2.199, 0.122], [1.331, -0.624, -0.298], [-1.015, -1.430, -0.078], [-0.935, 0.338, -0.608], [-1.280, -0.449, 1.185], [0.629, 0.803, 1.639], [0.599, -3.414, -0.956], [-1.063, -1.432, 1.913], [0.523, 4.821, -0.982], [-1.599, -1.851, -0.469], [0.631, -0.255, 0.489], [0.891, 2.561, -0.404], [-1.976, -0.567, 0.101], [-1.559, 1.060, 0.523], [4.067, 0.254, 0.420], [1.077, -0.311, -1.108], [0.952, -0.192, 0.325], [-2.130, 0.355, 1.101]]}


(5)
{"formula": "C5H21N2O5", "method": "ωB97M-V/def2-TZVPD", "charge": 1, "fmax_ha_per_bohr": 0.0223, "homo_ev": -11.485, "gap_ha": 0.336, "lumo_ev": -2.341, "species": ["C", "O", "C", "C", "C", "C", "N", "N", "H", "H", "H", "H", "H", "H", "H", "H", "H", "H", "H", "H", "H", "H", "H", "O", "H", "H", "O", "H", "H", "O", "H", "H", "O"], "coordinates": [[-2.3081, -2.2555, 1.3795], [-1.2428, -2.8916, 0.6300], [-1.9476, -0.8061, 1.5574], [-2.2986, 0.1141, 0.3530], [-1.0936, 0.5026, -0.4573], [-0.6131, 1.7240, -0.6188], [0.4927, 2.1128, -1.3356], [-0.3341, -0.6079, -1.0420], [-3.2470, -2.4073, 0.8476], [-2.4600, -2.7760, 2.3284], [-1.3751, -3.8448, 0.6099], [-0.8719, -0.7495, 1.7321], [-2.3231, -0.4047, 2.4914], [-2.9721, -0.4368, -0.2963], [-2.7019, 1.0273, 0.7716], [-1.1605, 2.5488, -0.2026], [1.1807, 1.4340, -1.6110], [0.8305, 3.0428, -1.1205], [0.6790, -0.4695, -0.9335], [-0.5904, -1.5366, -0.6371], [-0.5045, -0.6089, -2.0587], [2.9704, 1.3663, 1.7024], [4.1189, 1.6298, 0.7160], [3.1680, 1.4761, 0.7561], [3.8235, 0.6774, 4.0044], [2.3288, 0.5703, 3.7648], [3.1793, 0.3283, 3.3758], [2.7876, 0.2294, -0.3670], [3.0650, -0.9963, -1.2630], [2.4120, -0.3057, -1.1073], [-2.3208, 0.8784, -3.5930], [-0.9346, 1.1887, -4.0577], [-1.4156, 0.5424, -3.5244]], "atomic_forces_ev_per_a": [[-0.044, -0.854, 0.090], [-0.104, 0.423, 0.000], [0.544, 0.288, -0.137], [1.056, -0.323, 0.303], [-0.190, -0.500, 0.745], [0.388, 0.500, -0.255], [-0.378, 0.373, 0.092], [-0.461, -0.413, -0.418], [-0.136, 0.304, -0.216], [0.370, 0.138, 0.121], [-0.060, 0.041, -0.040], [0.204, -0.188, -0.074], [-0.629, -0.019, 0.017], [-0.644, 0.273, -0.004], [-0.550, 0.118, -0.387], [-0.246, 0.161, 0.220], [0.239, 0.095, 0.027], [0.134, -0.435, -0.185], [0.468, -0.287, 0.107], [0.080, 0.452, -0.079], [-0.187, -0.098, 0.016], [0.278, -0.291, -0.082], [-0.044, 0.073, 0.065], [0.005, 0.150, -0.047], [0.051, -0.105, -0.049], [0.061, -0.183, 0.073], [-0.243, 0.394, 0.084], [-0.189, 0.116, -0.043], [-0.131, -0.078, -0.155], [0.281, 0.020, 0.237], [0.071, -0.318, 0.192], [0.237, -0.193, 0.106], [-0.232, 0.364, -0.325]]}


(6)
{"formula": "C5H21NO4", "method": "ωB97M-V/def2-TZVPD", "charge": 1, "s_squared": 0.75, "spin_multiplicity": 2, "fmax_ha_per_bohr": 0.0627, "homo_ev": [-14.547, -14.546], "gap_ha": [0.425, 0.256], "lumo_ev": [-2.971, -7.590], "species": ["C", "N", "C", "C", "C", "C", "H", "H", "H", "H", "H", "H", "H", "H", "H", "H", "H", "H", "H", "H", "H", "O", "H", "H", "O", "H", "H", "O", "H", "H", "O"], "coordinates": [[1.8511, 1.5304, -0.1347], [0.4980, 1.0811, 0.2760], [0.5283, -0.2331, 0.9156], [-0.9163, -0.7704, 1.2255], [-0.4333, 2.0506, 0.7795], [2.0247, 1.5179, -1.6416], [2.5752, 0.9004, 0.3642], [2.0770, 2.5194, 0.2763], [1.1139, -0.3075, 1.8333], [1.0431, -0.8116, 0.1309], [-0.7794, -1.8576, 1.2034], [-1.0345, -0.4962, 2.2737], [-1.6741, -0.3071, 0.6138], [0.0140, 3.0377, 0.7117], [-0.8846, 1.7158, 1.7088], [-1.2823, 2.2189, 0.0937], [1.1794, 1.9358, -2.1849], [2.8322, 2.2008, -1.9324], [2.2821, 0.5573, -2.0672], [-2.2082, -2.7114, -0.7168], [-2.5534, -3.6867, -1.8350], [-2.1585, -3.6456, -0.9569], [-0.6679, -0.1430, -1.2349], [-0.9706, -1.5241, -1.9556], [-1.3503, -0.7360, -1.5331], [-0.2206, -3.1944, -2.4434], [1.2568, -2.6567, -2.5354], [0.3552, -2.5284, -2.8361], [-0.8093, 0.7626, 4.1915], [-0.5605, 1.9377, 3.3438], [-1.1273, 1.6434, 4.0660]], "atomic_forces_ev_per_a": [[-0.028, 0.430, -0.271], [1.804, 0.504, 2.622], [-1.873, -0.892, -1.945], [2.323, 0.379, 1.269], [-0.662, 0.558, -1.505], [0.431, 0.756, -0.822], [0.026, -0.542, -0.086], [-0.648, 0.065, -0.171], [0.402, 0.687, -0.092], [-0.056, -0.370, 0.492], [-0.792, 0.217, -0.314], [-0.671, -0.158, 0.022], [-0.203, -0.553, -0.087], [0.258, 0.047, 0.710], [0.077, 0.142, -0.050], [-0.061, -0.577, -0.080], [-0.338, -0.171, 0.184], [0.072, -0.222, 0.349], [-0.173, -0.343, 0.123], [-0.183, -0.023, 0.021], [-0.251, -0.120, 0.082], [0.415, 0.247, -0.244], [0.499, -0.209, -0.521], [0.710, 0.790, -0.124], [-1.236, -0.211, -0.087], [0.438, -0.546, 0.139], [-0.031, -0.412, 0.115], [-0.382, 0.454, -0.168], [0.110, -1.082, 0.654], [-0.002, 0.481, 0.515], [0.024, 0.675, -0.729]]}


(7)
{"formula": "C5H21NO5S", "method": "ωB97M-V/def2-TZVPD", "charge": 0, "fmax_ha_per_bohr": 0.1395, "homo_ev": -8.788, "gap_ha": 0.321, "smiles": "OCCNCCCS.O.O.O.O", "lumo_ev": -0.046, "species": ["C", "C", "S", "C", "N", "C", "C", "O", "H", "H", "H", "H", "H", "H", "H", "H", "H", "H", "H", "H", "H", "H", "H", "O", "H", "H", "O", "H", "H", "O", "H", "H", "O"], "coordinates": [[1.8939, 0.3870, 0.5711], [2.2261, 1.4791, -0.4991], [3.2262, 2.8278, 0.3794], [1.1455, 0.6991, 1.9044], [-0.0575, -0.1712, 1.6530], [-1.1150, -0.0402, 2.6948], [-2.4278, 0.0811, 1.8633], [-2.2245, 1.0329, 0.8728], [1.4861, -0.2698, -0.1075], [2.9130, -0.1387, 0.6943], [1.3343, 2.0176, -0.9770], [2.7414, 1.0193, -1.3828], [2.2492, 3.7375, 0.0723], [0.9480, 1.7633, 1.8064], [1.5971, 0.6069, 2.7881], [0.1897, -1.0713, 1.4269], [-1.1149, -0.9509, 3.3355], [-1.1286, 0.9034, 3.3124], [-2.7096, -0.9503, 1.4214], [-3.2160, 0.4990, 2.4177], [-1.3112, 0.7347, 0.3185], [1.2727, -2.2545, -2.3681], [0.4296, -2.8853, -1.1457], [0.9942, -2.1227, -1.4879], [-2.0975, -2.1090, -0.8075], [-2.4679, -3.0628, -1.8106], [-2.0895, -3.0616, -1.0318], [-0.3983, -1.0654, -4.0357], [0.1264, -0.9251, -2.5019], [-0.5679, -0.7243, -3.1582], [-0.8281, 1.1935, -1.3583], [-0.3928, 1.0678, -2.7680], [-0.6262, 1.7531, -2.0919]], "atomic_forces_ev_per_a": [[4.514, 0.873, -0.039], [-0.496, 1.359, 0.568], [-1.225, -0.002, -1.260], [-2.351, -0.396, -6.743], [-0.759, 4.625, 2.692], [-0.895, -0.721, -0.681], [1.282, -1.813, -0.818], [2.919, -0.449, -3.162], [-2.073, -2.164, -0.505], [-1.200, 0.861, 0.451], [1.062, -0.920, 1.053], [0.003, 0.390, 1.054], [0.847, -0.183, 0.382], [-0.902, 0.123, 0.173], [2.196, -1.143, 3.344], [0.726, -2.449, -0.097], [-0.188, 0.749, -0.063], [0.963, -0.988, -0.705], [0.197, 1.325, 0.679], [-1.219, 0.007, 1.052], [-3.276, 0.897, 2.924], [0.503, -1.117, -1.374], [0.948, 1.367, -1.215], [-1.097, -0.640, 2.677], [0.091, -0.699, 0.088], [-3.059, -0.352, -6.434], [3.121, 1.115, 6.361], [0.444, -0.207, 0.050], [-0.319, -0.436, -0.520], [-0.495, 0.526, 0.163], [-0.449, -0.299, 0.797], [-0.482, 0.839, 0.465], [0.669, -0.077, -1.355]]}


For the records above, the corresponding relative energy (zero: lowest compared OMol25 entry of this formula, charge and spin) values read 94.30; 13.43; 0.00; 77.37; 31.55; 0.00; 68.89 kcal/mol.